(1)
DFT (ωB97M-V/def2-TZVPD) results for C38H95N6O13Zn as an isolated structure.

```
153
Properties=species:S:1:pos:R:3
Zn 1.276 1.695 -0.004
C -1.591 -1.326 -0.935
C -0.086 -1.108 -1.384
O 0.463 0.176 -1.136
H -1.789 -2.346 -1.265
H -2.247 -0.623 -1.448
H -1.673 -1.226 0.148
H -0.179 -1.320 -2.449
H 0.519 -1.851 -0.865
C 0.885 -0.500 2.463
O 1.040 0.782 1.879
C 0.858 1.784 2.811
C 0.588 3.097 2.136
N -0.146 2.921 0.895
C -1.531 2.620 1.169
C -2.386 2.651 -0.090
O -2.561 4.030 -0.465
C -3.555 4.810 0.191
H 0.284 -1.100 1.780
H 0.794 -0.659 3.538
H 1.901 -0.844 2.268
H 1.763 1.884 3.411
H 0.147 1.523 3.595
H 1.593 3.444 1.892
H 0.107 3.774 2.842
H -0.297 3.782 0.390
H -1.938 3.424 1.781
H -1.855 1.804 1.816
H -3.354 2.183 0.087
H -1.775 2.059 -0.771
H -4.523 4.310 0.217
H -3.600 5.888 0.037
H -3.373 5.016 1.246
C -8.822 5.218 -0.102
O -8.606 4.190 -0.972
C -7.248 3.675 -1.084
C -7.138 2.439 -1.933
N -5.754 1.943 -1.846
C -5.196 0.956 -2.762
C -4.676 1.444 -4.222
O -4.333 2.816 -4.091
C -2.883 3.107 -4.103
H -8.049 5.983 -0.179
H -8.796 4.774 0.893
H -9.782 5.640 -0.400
H -6.785 3.632 -0.097
H -6.803 4.442 -1.717
H -7.349 2.537 -2.997
H -7.693 1.654 -1.418
H -5.057 2.637 -2.076
H -5.752 0.032 -2.915
H -4.232 0.671 -2.341
H -5.383 1.426 -5.051
H -3.817 0.858 -4.550
H -2.454 2.819 -5.062
H -2.509 2.580 -3.225
H -2.701 4.174 -3.972
C 1.603 -2.285 -4.892
O 2.924 -2.869 -4.798
C 3.029 -4.055 -5.540
C 4.425 -4.800 -5.286
N 4.491 -4.995 -3.812
C 5.611 -4.298 -3.196
C 5.419 -4.380 -1.633
O 4.316 -3.729 -1.022
C 4.365 -2.323 -1.120
H 0.896 -2.996 -4.464
H 1.271 -2.030 -5.899
H 1.594 -1.358 -4.319
H 3.101 -3.658 -6.552
H 2.131 -4.673 -5.573
H 5.316 -4.296 -5.659
H 4.336 -5.786 -5.743
H 3.740 -4.466 -3.393
H 5.410 -3.228 -3.251
H 6.573 -4.737 -3.461
H 6.252 -3.766 -1.293
H 5.573 -5.430 -1.385
H 3.508 -1.797 -0.697
H 4.255 -1.920 -2.127
H 5.221 -1.942 -0.563
C 6.653 5.744 1.141
O 6.674 4.764 0.093
C 7.732 4.986 -0.790
C 7.827 3.813 -1.739
N 6.684 3.712 -2.614
C 6.695 2.351 -3.287
C 5.440 2.089 -4.247
O 4.462 1.975 -3.232
C 3.613 0.844 -3.406
H 7.545 5.623 1.755
H 5.702 5.632 1.661
H 6.642 6.806 0.895
H 8.655 5.083 -0.219
H 7.644 5.961 -1.268
H 8.096 2.858 -1.289
H 8.585 3.957 -2.510
H 6.826 4.457 -3.281
H 6.713 1.647 -2.455
H 7.617 2.135 -3.827
H 5.750 1.271 -4.897
H 5.248 2.853 -5.001
H 2.945 0.963 -4.259
H 2.945 0.571 -2.589
H 4.119 -0.079 -3.686
C 2.147 -5.794 0.232
O 0.941 -6.421 0.602
C 1.023 -7.059 1.942
C 0.213 -6.287 2.979
N 0.609 -4.890 3.140
C 0.176 -4.160 4.383
C -1.373 -4.031 4.478
O -1.736 -3.102 3.466
C -2.076 -3.765 2.202
H 2.811 -5.632 1.081
H 1.881 -4.854 -0.253
H 2.724 -6.328 -0.523
H 2.014 -7.383 2.258
H 0.521 -8.007 1.751
H 0.291 -6.902 3.875
H -0.843 -6.320 2.709
H 0.295 -4.421 2.303
H 0.448 -3.104 4.362
H 0.693 -4.661 5.201
H -1.755 -3.652 5.426
H -1.911 -4.972 4.362
H -1.116 -3.962 1.726
H -2.416 -3.050 1.453
H -2.626 -4.706 2.213
C -4.514 -1.201 0.413
O -5.337 -1.203 1.550
C -4.974 -0.205 2.550
C -3.807 -0.527 3.452
N -3.460 0.501 4.461
C -2.346 -0.007 5.305
C -1.787 1.073 6.279
O -2.831 1.495 7.101
C -2.327 2.666 7.758
H -4.594 -0.297 -0.190
H -4.447 -2.101 -0.199
H -3.573 -1.026 0.935
H -5.759 -0.300 3.300
H -4.836 0.760 2.063
H -2.929 -0.920 2.939
H -4.216 -1.226 4.181
H -4.200 0.740 5.105
H -1.416 -0.008 4.737
H -2.549 -0.912 5.878
H -1.422 1.883 5.647
H -1.030 0.603 6.907
H -2.305 3.398 6.951
H -1.373 2.495 8.258
H -3.020 3.183 8.422
```

Output
**Charge**: +2
**<S²>**: 0.76
**Multiplicity**: 2
**LUMO level (spin up / spin down)**: -0.252 / -0.348 Ha

Here are the Löwdin charges for atoms 1 to 8, given in e: 1.069, -0.081, -0.368, -0.373, 0.081, 0.062, 0.030, 0.088



(2)
DFT (ωB97M-V/def2-TZVPD) results for one molecule with the formula C3H9BrN2O.

```
16
Properties=species:S:1:pos:R:3
N 1.339 -1.392 -0.089
C 1.196 0.015 -0.399
N 2.213 0.794 0.328
C -0.170 0.575 -0.047
O -1.198 -0.102 -0.752
C -2.306 -0.427 -0.016
Br -3.411 1.134 0.386
H 1.156 -1.591 0.885
H 0.785 -1.980 -0.694
H 1.359 0.109 -1.466
H 1.775 1.325 1.070
H 2.695 1.432 -0.289
H -0.194 1.634 -0.286
H -0.300 0.478 1.029
H -2.894 -1.124 -0.591
H -2.044 -0.880 0.931
```

Output
**Charge**: 0
**LUMO level**: 0.032 Ha

Here are the natural (NBO) charges for atoms 1 to 8, given in e: -0.835, 0.081, -0.828, -0.097, -0.521, -0.084, -0.072, 0.354



(3)
DFT (ωB97M-V/def2-TZVPD) results for an isolated ion of composition C3H6N3S3 and charge +1.

```
15
Properties=species:S:1:pos:R:3
C 0.551 0.824 -0.834
C -1.743 0.010 -0.350
C 0.874 -0.354 1.257
N -0.192 0.092 1.725
N 1.293 0.080 -0.024
N -0.769 0.868 -0.889
S -3.175 0.624 0.114
S -1.357 -1.698 -0.485
S 3.015 -0.068 -0.260
H 1.080 1.455 -1.542
H 1.611 -1.018 1.715
H -0.434 -0.173 2.670
H -1.179 1.646 -1.402
H -2.554 -2.131 -0.098
H 2.978 -0.156 -1.596
```

Output
**Energy above the lowest of the compared OMol25 structures with the same formula, charge and spin**: 61.1 kJ/mol
**Charge**: +1
**LUMO level**: -0.197 Ha

Here are the natural (NBO) charges for atoms 1 to 8, given in e: 0.405, -0.176, 0.257, -0.597, -0.523, -0.559, 0.158, 0.109



Number 1: calculated total energy -124889.2588 eV. Number 2: calculated total energy -78326.6624 eV. Number 3: calculated total energy -40175.6709 eV.